(1)
{"formula": "C27H56N7O11P", "method": "wB97M-V/def2-TZVPD", "smiles": "O=CC[C@@]1(P(O)O)CC(=O)N[C@@H]1C[C@@H]1CO1.CN(C)C=O.CN(C)C=O.CN(C)C=O.CN(C)C=O.CN(C)C=O.CN(C)C=O", "total_charge": 0, "spin_multiplicity": 1, "orbital_gap_ev": 7.94, "total_energy_ev": -71143.857, "mol_weight_g_mol": 685.76, "de_lowest_kcal_mol": 111.44, "species": ["O", "C", "C", "C", "P", "O", "O", "C", "C", "O", "N", "C", "C", "C", "C", "O", "H", "H", "H", "H", "H", "H", "H", "H", "H", "H", "H", "H", "H", "H", "C", "O", "N", "C", "C", "H", "H", "H", "H", "H", "H", "H", "C", "O", "N", "C", "C", "H", "H", "H", "H", "H", "H", "H", "C", "O", "N", "C", "C", "H", "H", "H", "H", "H", "H", "H", "C", "O", "N", "C", "C", "H", "H", "H", "H", "H", "H", "H", "C", "O", "N", "C", "C", "H", "H", "H", "H", "H", "H", "H", "C", "O", "N", "C", "C", "H", "H", "H", "H", "H", "H", "H"], "xyz": [[3.302, 1.410, -0.145], [3.443, 0.822, 0.952], [3.267, -0.749, 1.160], [4.446, -1.637, 0.512], [4.692, -3.266, 1.459], [3.834, -3.291, 2.936], [6.336, -3.572, 1.849], [3.730, -2.176, -0.857], [5.011, -2.843, -1.568], [5.112, -3.911, -2.208], [6.091, -1.901, -1.231], [5.681, -0.904, -0.186], [7.015, -0.614, 0.632], [6.581, 0.222, 2.057], [7.347, -0.351, 3.433], [5.800, -0.581, 3.062], [3.682, 1.448, 1.876], [3.127, -0.911, 2.286], [2.293, -1.073, 0.646], [4.278, -3.840, 3.615], [6.804, -3.540, 0.982], [3.347, -1.210, -1.352], [2.982, -3.001, -0.632], [6.659, -1.556, -2.016], [5.329, -0.023, -0.818], [7.591, -1.529, 0.965], [7.634, 0.181, 0.106], [6.401, 1.397, 1.979], [7.495, -1.482, 3.313], [7.074, 0.083, 4.446], [1.284, -4.416, 2.459], [1.652, -4.591, 1.312], [0.043, -3.993, 2.828], [-0.325, -3.807, 4.217], [-0.942, -3.720, 1.799], [1.952, -4.593, 3.313], [-1.169, -4.459, 4.453], [-0.616, -2.765, 4.372], [0.509, -4.048, 4.878], [-1.110, -4.628, 1.215], [-0.559, -2.942, 1.135], [-1.881, -3.392, 2.245], [-2.912, -0.389, 1.878], [-3.312, -1.458, 2.305], [-2.998, 0.021, 0.584], [-2.497, 1.311, 0.151], [-3.610, -0.860, -0.394], [-2.430, 0.352, 2.535], [-3.323, 1.888, -0.274], [-1.729, 1.157, -0.612], [-2.066, 1.864, 0.985], [-4.638, -1.072, -0.089], [-3.054, -1.799, -0.426], [-3.607, -0.398, -1.381], [-5.360, -1.319, -3.955], [-4.209, -1.577, -3.651], [-6.411, -2.180, -3.863], [-7.757, -1.797, -4.245], [-6.176, -3.522, -3.367], [-5.645, -0.328, -4.341], [-8.416, -1.898, -3.379], [-8.102, -2.457, -5.044], [-7.786, -0.765, -4.598], [-5.762, -3.464, -2.357], [-5.450, -4.021, -4.014], [-7.105, -4.091, -3.351], [-7.768, 0.673, -7.880], [-8.556, 0.077, -7.170], [-6.454, 0.351, -8.037], [-5.572, 1.109, -8.902], [-5.922, -0.788, -7.315], [-8.072, 1.553, -8.470], [-5.174, 0.447, -9.675], [-4.749, 1.512, -8.308], [-6.105, 1.933, -9.378], [-6.477, -1.684, -7.604], [-6.054, -0.624, -6.244], [-4.864, -0.924, -7.538], [-3.507, 5.075, 1.706], [-2.462, 4.586, 1.321], [-4.480, 4.411, 2.390], [-5.702, 5.060, 2.818], [-4.283, 3.008, 2.700], [-3.753, 6.133, 1.521], [-5.777, 4.999, 3.907], [-6.555, 4.549, 2.365], [-5.714, 6.109, 2.518], [-3.378, 2.900, 3.303], [-4.153, 2.452, 1.770], [-5.139, 2.613, 3.248], [7.583, 3.752, 4.992], [6.787, 2.853, 5.191], [7.506, 4.661, 3.980], [8.494, 5.706, 3.807], [6.399, 4.580, 3.047], [8.459, 3.902, 5.643], [8.000, 6.679, 3.870], [8.961, 5.597, 2.824], [9.265, 5.647, 4.577], [5.459, 4.680, 3.596], [6.415, 3.604, 2.556], [6.472, 5.368, 2.298]]}

=====

(2)
{"formula": "C27H57BeClN3O7", "method": "wB97M-V/def2-TZVPD", "total_charge": 1, "spin_multiplicity": 1, "orbital_gap_ev": 1.46, "total_energy_ev": -60624.249, "mol_weight_g_mol": 580.23, "de_lowest_kcal_mol": 16.71, "species": ["Be", "Cl", "O", "O", "O", "O", "C", "C", "C", "C", "C", "C", "N", "O", "C", "C", "C", "H", "H", "H", "H", "H", "H", "H", "H", "H", "H", "H", "H", "H", "H", "H", "H", "H", "H", "H", "C", "C", "C", "C", "C", "C", "N", "O", "C", "C", "C", "H", "H", "H", "H", "H", "H", "H", "H", "H", "H", "H", "H", "H", "H", "H", "H", "H", "H", "H", "C", "C", "C", "C", "C", "C", "N", "O", "C", "C", "C", "H", "H", "H", "H", "H", "H", "H", "H", "H", "H", "H", "H", "H", "H", "H", "H", "H", "H", "H"], "xyz": [[2.074, 4.817, -0.544], [1.192, 1.987, 0.632], [0.196, 3.003, 0.315], [0.672, 0.645, 0.750], [2.172, 2.118, -0.454], [1.745, 2.441, 1.883], [-2.838, -4.006, 6.328], [-1.439, -3.853, 5.708], [-1.362, -4.773, 4.457], [-1.896, -4.148, 3.177], [-1.412, -2.731, 2.959], [-1.665, -1.776, 4.167], [-1.124, -2.449, 5.362], [-1.036, -1.616, 6.461], [-0.713, -0.621, 3.884], [-3.133, -1.377, 4.291], [-0.366, -4.436, 6.679], [-2.994, -5.033, 6.656], [-3.598, -3.834, 5.562], [-3.054, -3.263, 7.095], [-0.369, -5.158, 4.207], [-1.878, -5.702, 4.706], [-2.987, -4.150, 3.273], [-1.602, -4.737, 2.308], [-2.052, -2.415, 2.130], [-0.400, -2.784, 2.559], [0.310, -0.928, 3.668], [-1.037, -0.092, 2.985], [-0.668, 0.104, 4.697], [-3.227, -0.289, 4.255], [-3.769, -1.628, 3.438], [-3.566, -1.819, 5.182], [-0.408, -5.525, 6.658], [-0.528, -4.099, 7.702], [0.629, -4.178, 6.316], [-0.098, -1.377, 6.487], [7.654, 1.699, -4.209], [6.334, 1.581, -4.972], [6.406, 0.529, -6.104], [6.200, -0.870, -5.545], [4.876, -0.941, -4.734], [4.710, 0.120, -3.604], [5.241, 1.396, -4.028], [5.174, 2.365, -3.044], [3.222, 0.181, -3.259], [5.467, -0.442, -2.363], [6.130, 2.913, -5.699], [8.423, 1.951, -4.941], [7.703, 2.494, -3.462], [7.939, 0.808, -3.647], [5.590, 0.791, -6.785], [7.251, 0.538, -6.792], [6.198, -1.627, -6.333], [7.109, -1.184, -5.022], [4.737, -1.937, -4.318], [4.100, -0.794, -5.488], [2.563, 0.052, -4.117], [3.040, 1.199, -2.903], [2.822, -0.414, -2.439], [5.272, 0.301, -1.582], [6.535, -0.540, -2.561], [5.180, -1.381, -1.892], [5.105, 3.095, -6.038], [6.379, 3.801, -5.121], [6.603, 2.889, -6.682], [5.845, 2.119, -2.385], [-3.017, 3.152, -1.427], [-3.590, 1.728, -1.565], [-2.780, 0.754, -0.685], [-3.009, 0.902, 0.778], [-4.531, 0.880, 1.100], [-5.361, 1.836, 0.212], [-4.992, 1.667, -1.182], [-5.844, 2.258, -2.107], [-6.800, 1.399, 0.520], [-5.206, 3.279, 0.723], [-3.432, 1.277, -3.049], [-2.220, 3.271, -2.162], [-2.611, 3.376, -0.443], [-3.743, 3.924, -1.685], [-2.775, -0.291, -1.000], [-1.757, 1.081, -0.903], [-2.517, 1.778, 1.208], [-2.451, 0.084, 1.242], [-4.617, 1.247, 2.123], [-4.803, -0.174, 1.040], [-7.101, 1.474, 1.562], [-7.565, 1.980, -0.003], [-6.887, 0.381, 0.135], [-5.686, 3.922, -0.014], [-5.712, 3.392, 1.682], [-4.170, 3.520, 0.953], [-3.755, 0.237, -3.136], [-2.403, 1.279, -3.410], [-3.984, 1.851, -3.792], [-6.253, 1.523, -2.583]]}